Arrangement P

Density functional theory data (wB97M-V/def2-TZVPD) for the molecule C3H8N2OS.

Cartesian coordinates (Å):
H -0.186 1.831 -2.160
H -0.398 0.663 1.384
S 2.432 -1.515 0.599
C -1.437 0.858 -0.957
H -0.314 -0.863 -0.974
C 0.352 0.208 0.727
H 2.755 -2.595 1.314
H -1.940 2.199 -2.259
H 1.173 0.919 0.631
N -0.313 0.070 -0.596
C 0.767 -1.120 1.325
O -2.547 0.749 -0.481
H 0.086 -1.931 1.114
N -1.157 1.573 -2.094
H 0.724 -1.043 2.428

Values from the calculation:
- orbital gap (eV) = 9.83
- E_LUMO (eV) = 0.83
- highest occupied orbital energy (eV) = -9.00
- net charge = 0



Arrangement Q

Density functional theory data (wB97M-V/def2-TZVPD) for the molecule C3H8N2OS.

Cartesian coordinates (Å):
S -0.804 1.776 1.945
H -0.110 -0.942 0.887
C -0.362 -0.268 0.051
N 1.698 -1.282 -0.790
H 1.143 1.132 0.766
O 0.426 -0.077 -2.182
H -2.277 0.261 0.397
H -0.558 0.705 2.716
C 0.098 1.142 0.486
H 1.795 -1.792 0.068
H -0.210 1.789 -0.324
C 0.539 -0.648 -1.112
H 2.370 -1.285 -1.542
H -1.965 -0.118 -1.165
N -1.782 -0.394 -0.202

Values from the calculation:
- orbital gap (eV) = 10.09
- E_LUMO (eV) = 0.69
- highest occupied orbital energy (eV) = -9.40
- net charge = 0



Arrangement R

Density functional theory data (wB97M-V/def2-TZVPD) for the molecule C3H8N2OS.

Cartesian coordinates (Å):
N 0.598 -1.746 0.217
C -2.113 0.245 0.567
O -0.824 0.479 0.126
H 1.088 0.599 -1.581
H -2.741 1.105 0.315
H 0.199 -0.124 1.789
S 1.728 0.883 0.590
C 1.780 1.393 -1.148
H 1.468 -3.290 0.824
H 1.619 2.425 -1.466
H 2.890 1.021 -1.484
H -2.679 -0.548 0.011
C 0.237 -0.084 0.754
H -1.969 0.138 1.586
N 1.181 -2.352 1.162

Values from the calculation:
- orbital gap (eV) = 9.20
- E_LUMO (eV) = 0.82
- highest occupied orbital energy (eV) = -8.38
- net charge = 0



So which one wins? Going from most stable to least: arrangement Q, arrangement P, arrangement R.



Arrangement P

Density functional theory data (wB97M-V/def2-TZVPD) for the molecule C3H8N2OS.

Cartesian coordinates (Å):
C -0.435 -1.124 0.607
H 0.092 -0.623 1.424
S 0.763 -1.476 -0.700
H -2.386 -0.252 0.976
N 1.482 0.057 -0.912
N -1.255 1.010 -0.344
H -2.068 1.469 -0.765
O 3.158 -0.166 0.663
H 2.776 1.541 -0.372
H -0.750 -2.059 0.980
C 2.541 0.489 -0.143
H 0.859 0.765 -1.320
C -1.637 -0.325 0.152
H -1.008 1.564 0.449
H -2.132 -0.870 -0.693

Values from the calculation:
- orbital gap (eV) = 9.83
- E_LUMO (eV) = 0.78
- highest occupied orbital energy (eV) = -9.05
- net charge = 0



Arrangement Q

Density functional theory data (wB97M-V/def2-TZVPD) for the molecule C3H8N2OS.

Cartesian coordinates (Å):
H -3.312 0.742 0.751
N -1.519 0.635 0.089
H 0.010 -1.871 -1.160
C 1.196 1.680 -0.258
O -2.875 0.109 -0.132
S 2.254 -0.592 -0.024
H 1.626 1.867 0.977
C -0.618 -1.816 -0.221
N 0.754 0.194 -0.478
C -0.590 -0.314 -0.035
H 2.165 1.824 -0.794
H 0.302 2.265 -0.471
H -0.195 -2.336 0.830
H -1.747 -2.178 -0.447
H 2.549 -0.208 1.373

Values from the calculation:
- orbital gap (eV) = 9.71
- E_LUMO (eV) = 0.57
- highest occupied orbital energy (eV) = -9.14
- net charge = 0



Arrangement R

Density functional theory data (wB97M-V/def2-TZVPD) for the molecule C3H8N2OS.

Cartesian coordinates (Å):
C -1.362 0.601 1.106
H 0.913 1.323 -0.197
N -1.077 -0.629 1.581
H -1.814 -0.967 2.292
S 2.882 -0.705 -1.276
O -2.074 1.408 1.783
N -0.934 0.857 -0.154
H 2.266 -0.177 -2.333
C 0.326 0.662 -0.705
C 1.223 -0.766 -0.478
H -1.591 1.543 -0.537
H 1.301 -0.932 0.671
H 0.563 -1.626 -0.910
H -0.902 -1.438 0.963
H 0.282 0.846 -1.806

Values from the calculation:
- orbital gap (eV) = 9.84
- E_LUMO (eV) = 0.55
- highest occupied orbital energy (eV) = -9.29
- net charge = 0



Arrangement S

Density functional theory data (wB97M-V/def2-TZVPD) for the molecule C3H8N2OS.

Cartesian coordinates (Å):
C 0.428 -0.799 -0.211
C -1.078 -1.078 -0.324
C 0.950 1.742 -0.348
N 0.650 0.493 -0.944
H -1.308 -3.030 1.755
H 0.935 2.640 1.415
H -1.657 -0.291 0.099
H 0.985 -1.564 -0.849
H 0.922 -0.832 0.781
H 0.250 0.651 -1.875
H -1.343 -0.968 -1.393
S -1.591 -2.732 0.392
O 1.286 2.685 -1.046
N 0.652 1.806 1.031
H -0.081 1.278 1.515

Values from the calculation:
- orbital gap (eV) = 9.93
- E_LUMO (eV) = 0.56
- highest occupied orbital energy (eV) = -9.37
- net charge = 0



So which one wins? Going from most stable to least: arrangement P, arrangement S, arrangement R, arrangement Q.



Arrangement P

Density functional theory data (wB97M-V/def2-TZVPD) for a cluster of 2 separate species, C3H8N2OS in total.

Cartesian coordinates (Å):
N -0.887 -0.462 0.881
S -0.763 -0.322 -1.725
O 2.357 0.031 -0.816
N -0.835 -1.257 1.971
H -2.603 0.809 -0.434
H -1.016 -0.888 2.916
H -0.491 -2.179 -0.184
H -1.215 1.684 -0.478
H -0.248 -2.174 1.882
C 3.172 0.701 -0.325
C -1.767 1.042 -1.120
H 2.971 1.692 0.021
H 4.252 0.652 -0.525
C -0.748 -1.083 -0.213
H -2.178 1.756 -1.850

Values from the calculation:
- orbital gap (eV) = 8.48
- E_LUMO (eV) = 0.94
- highest occupied orbital energy (eV) = -7.54
- net charge = 0



Arrangement Q

Density functional theory data (wB97M-V/def2-TZVPD) for the molecule C3H8N2OS.

Cartesian coordinates (Å):
N 1.137 1.336 0.112
H -2.690 1.614 -0.563
C 0.547 -1.205 0.209
H 0.549 -1.806 1.135
S -0.190 0.400 0.651
C 1.986 -0.800 -0.286
H -0.248 -1.510 -0.441
H 1.920 0.729 -1.664
H -2.218 1.486 1.123
H -3.550 0.590 0.468
H 2.724 -0.763 0.636
O -1.816 -0.113 0.001
C -2.617 0.958 0.236
N 1.999 0.660 -0.620
H 2.467 -1.578 -0.998

Values from the calculation:
- orbital gap (spin up / spin down) (eV) = 8.93 / 8.93
- E_LUMO (spin up / spin down) (eV) = 0.50 / 0.50
- highest occupied orbital energy (spin up / spin down) (eV) = -8.43 / -8.43
- net charge = 0



So which one wins? Going from most stable to least: arrangement P, arrangement Q.



Arrangement P

Density functional theory data (wB97M-V/def2-TZVPD) for the ion C5H12NS with charge +1.

Cartesian coordinates (Å):
H -0.710 -0.799 0.488
C -0.524 1.132 0.926
H -3.025 0.093 -0.143
H -1.464 1.093 1.380
S 2.958 0.589 -0.431
C -2.081 0.353 -0.829
H 0.624 1.152 -1.397
H 1.095 -2.413 0.472
C 1.682 -0.353 -0.210
H 0.215 0.754 1.609
H 1.408 -1.142 1.831
H -2.084 -0.229 -1.846
H 0.283 -0.496 -1.788
C 0.416 0.138 -0.983
C 1.715 -1.561 0.800
H -2.174 1.380 -1.114
H 2.761 -1.863 0.754
N -0.758 0.057 -0.073
H -0.334 2.114 0.554

Values from the calculation:
- orbital gap (eV) = 8.52
- E_LUMO (eV) = -4.08
- highest occupied orbital energy (eV) = -12.60
- net charge = +1



Arrangement Q

Density functional theory data (wB97M-V/def2-TZVPD) for a cluster of 2 separate species, C5H12NS in total.

Cartesian coordinates (Å):
C 1.764 -0.102 0.388
H 1.111 -0.242 -1.744
H -1.618 -2.396 -0.137
H -0.195 -2.267 0.995
H 1.316 0.110 1.422
H -0.650 2.140 0.445
H 2.562 0.673 0.191
N -0.463 -0.634 -0.237
H 1.145 2.318 0.267
C 0.802 -0.113 -0.651
H 0.285 1.273 -0.735
C -1.432 0.136 0.169
H 0.104 2.940 -1.207
C -0.582 -2.103 -0.010
H 0.033 -2.710 -0.615
H 2.019 -1.184 0.311
H -3.575 0.520 0.772
C 0.192 2.293 -0.289
S -2.818 -0.649 0.665

Values from the calculation:
- orbital gap (spin up / spin down) (eV) = 6.48 / 6.48
- E_LUMO (spin up / spin down) (eV) = -6.06 / -6.06
- highest occupied orbital energy (spin up / spin down) (eV) = -12.54 / -12.54
- net charge = +1



So which one wins? Going from most stable to least: arrangement P, arrangement Q.



Arrangement P

Density functional theory data (wB97M-V/def2-TZVPD) for the ion C5H12NS with charge +1.

Cartesian coordinates (Å):
S 2.610 -0.393 -0.263
H -2.178 0.935 -0.885
H 0.739 0.010 1.967
H 0.725 -1.177 -0.563
H -0.757 -0.954 -1.356
C 0.552 0.780 1.225
C 1.645 0.972 0.223
H -1.422 2.253 -0.013
N -0.311 -0.933 -0.431
H 1.774 1.913 -0.273
H -0.529 -1.930 1.415
H 0.263 1.705 1.714
H 2.938 0.039 -1.488
H -0.719 -2.963 -0.009
H -2.012 -1.834 0.451
C -1.220 1.392 -0.641
C -0.934 -1.982 0.409
H -0.783 1.749 -1.578
C -0.381 0.416 0.098

Values from the calculation:
- orbital gap (eV) = 8.67
- E_LUMO (eV) = -3.40
- highest occupied orbital energy (eV) = -12.07
- net charge = +1



Arrangement Q

Density functional theory data (wB97M-V/def2-TZVPD) for a cluster of 2 separate species, C5H12NS in total.

Cartesian coordinates (Å):
N -1.106 -0.279 -0.088
H 0.950 -0.036 1.211
H -0.943 -1.617 1.564
C 0.355 2.104 0.598
H 1.566 -1.661 -0.731
H -1.919 -0.387 -2.078
H -1.233 0.079 2.025
H -0.294 2.559 -0.255
H 2.169 -1.259 -2.463
C 2.317 -1.038 -1.290
S 1.842 0.640 -1.050
H -0.107 2.040 1.610
C -1.965 -0.612 -0.988
C 0.752 0.687 0.337
H -2.560 -0.824 1.290
H 3.308 -1.255 -0.962
H 1.180 2.723 0.641
H -2.769 -1.169 -0.679
C -1.543 -0.695 1.308

Values from the calculation:
- orbital gap (eV) = 9.27
- E_LUMO (eV) = -4.49
- highest occupied orbital energy (eV) = -13.75
- net charge = +1



Arrangement R

Density functional theory data (wB97M-V/def2-TZVPD) for the ion C5H12NS with charge +1.

Cartesian coordinates (Å):
S -1.551 2.685 0.633
H -1.282 3.981 0.205
H 0.395 -1.932 1.349
N 0.499 -2.115 0.374
C 1.788 0.696 -0.585
C 0.288 0.594 0.057
H 1.820 -0.318 -0.985
C -0.239 -0.929 -0.342
H 0.474 0.572 1.090
H 0.289 2.582 -0.865
H -2.218 -0.329 0.319
H 2.582 1.032 0.123
H 1.631 1.426 -1.340
H -0.162 -2.924 0.206
H 1.468 -2.449 0.228
C -0.278 1.969 -0.205
C -1.685 -1.144 -0.010
H -1.682 -1.938 0.716
H -2.138 -1.460 -0.968

Values from the calculation:
- orbital gap (spin up / spin down) (eV) = 9.91 / 5.59
- E_LUMO (spin up / spin down) (eV) = -3.54 / -5.08
- highest occupied orbital energy (spin up / spin down) (eV) = -13.45 / -10.66
- net charge = +1



So which one wins? Going from most stable to least: arrangement P, arrangement Q, arrangement R.